Entry 1:
{
  "formula": "C59H48BNO19Si",
  "method": "the ωB97M-V functional and the def2-TZVPD basis",
  "symbols": ["C", "C", "C", "C", "C", "Si", "B", "N", "O", "H", "H", "H", "H", "H", "H", "H", "H", "H", "H", "H", "H", "C", "C", "C", "O", "C", "C", "C", "O", "H", "H", "H", "H", "C", "C", "C", "O", "C", "C", "C", "O", "H", "H", "H", "H", "C", "C", "C", "O", "C", "C", "C", "O", "H", "H", "H", "H", "C", "C", "C", "O", "C", "C", "C", "O", "H", "H", "H", "H", "C", "C", "C", "O", "C", "C", "C", "O", "H", "H", "H", "H", "C", "C", "C", "O", "C", "C", "C", "O", "H", "H", "H", "H", "C", "C", "C", "O", "C", "C", "C", "O", "H", "H", "H", "H", "C", "C", "C", "O", "C", "C", "C", "O", "H", "H", "H", "H", "C", "C", "C", "O", "C", "C", "C", "O", "H", "H", "H", "H"],
  "xyz": [[-0.8491, 4.8976, 0.3894], [-1.6247, 4.1528, 0.9154], [-2.4954, 3.2516, 1.6993], [-1.7119, 2.3681, 2.6820], [-0.4511, 1.6810, 2.0622], [-1.0165, 0.5141, 0.6772], [0.4484, -0.3255, -0.3577], [1.0504, -1.5741, 0.2325], [0.8714, 0.1787, -1.5590], [-0.2528, 5.7540, 0.1934], [-3.1621, 3.9200, 2.2566], [-3.1458, 2.6926, 1.0250], [-1.4481, 2.9196, 3.5876], [-2.3939, 1.5621, 2.9842], [0.2377, 2.4555, 1.7115], [-0.0018, 1.1373, 2.9013], [-1.8521, -0.5622, 1.2656], [-1.7897, 1.3455, -0.2860], [1.4528, -1.2499, 1.1164], [0.2288, -2.1080, 0.5193], [0.1748, 0.7658, -1.8757], [-3.2881, -3.9116, -3.6683], [-3.4441, -3.9896, -2.3515], [-2.3092, -3.7602, -1.4287], [-2.4531, -3.8289, -0.2228], [-0.9931, -3.4410, -2.0282], [-0.8358, -3.3637, -3.3454], [-1.9725, -3.5920, -4.2694], [-1.8336, -3.5161, -5.4730], [-4.1005, -4.0727, -4.3537], [-4.3986, -4.2198, -1.8973], [-0.1744, -3.2729, -1.3395], [0.1179, -3.1286, -3.8004], [1.2607, -0.4279, 7.2868], [1.6518, -0.2626, 6.0261], [1.0942, -1.0988, 4.9382], [1.4558, -0.9480, 3.7873], [0.0890, -2.1217, 5.2991], [-0.3016, -2.2884, 6.5594], [0.2518, -1.4542, 7.6522], [-0.1042, -1.6028, 8.8019], [1.6545, 0.1707, 8.0984], [2.3868, 0.4792, 5.7358], [-0.3026, -2.7190, 4.4881], [-1.0331, -3.0331, 6.8446], [4.0967, -4.6388, 2.9761], [2.8994, -4.3343, 3.4695], [2.4646, -4.8361, 4.7954], [1.3704, -4.5579, 5.2436], [3.4131, -5.6873, 5.5521], [4.6105, -5.9922, 5.0591], [5.0471, -5.4911, 3.7319], [6.1385, -5.7672, 3.2840], [4.4321, -4.2829, 2.0102], [2.1929, -3.7123, 2.9329], [3.0765, -6.0421, 6.5180], [5.3168, -6.6129, 5.5955], [3.5212, 0.9872, 0.2613], [3.3458, 0.9119, 1.5808], [4.4694, 1.1454, 2.5205], [4.3137, 1.0757, 3.7224], [5.7927, 1.4696, 1.9360], [5.9689, 1.5477, 0.6192], [4.8452, 1.3128, -0.3222], [5.0018, 1.3840, -1.5232], [2.7170, 0.8201, -0.4407], [2.3867, 0.6783, 2.0282], [6.5995, 1.6385, 2.6381], [6.9278, 1.7850, 0.1793], [8.5142, 5.1132, -2.6504], [8.9204, 5.2983, -3.9035], [8.3893, 4.4699, -5.0148], [8.7611, 4.6376, -6.1560], [7.3880, 3.4301, -4.6742], [6.9811, 3.2444, -3.4203], [7.5133, 4.0731, -2.3137], [7.1426, 3.9078, -1.1681], [8.8897, 5.7060, -1.8251], [9.6496, 6.0525, -4.1706], [7.0121, 2.8368, -5.4978], [6.2522, 2.4908, -3.1496], [-5.4125, -1.7270, 0.1489], [-6.2496, -2.7472, -0.0193], [-7.6973, -2.6125, 0.2704], [-8.4599, -3.5424, 0.1175], [-8.1784, -1.2956, 0.7560], [-7.3422, -0.2752, 0.9256], [-5.8945, -0.4112, 0.6336], [-5.1335, 0.5217, 0.7857], [-4.3516, -1.8079, -0.0566], [-5.9185, -3.7150, -0.3711], [-9.2383, -1.2166, 0.9620], [-7.6738, 0.6929, 1.2795], [-5.0416, 0.5899, -5.6226], [-3.9038, 0.0698, -5.1701], [-3.5070, 0.2142, -3.7492], [-2.4706, -0.2606, -3.3339], [-4.4229, 0.9574, -2.8502], [-5.5607, 1.4772, -3.3031], [-5.9601, 1.3332, -4.7249], [-6.9983, 1.8039, -5.1378], [-5.3504, 0.4964, -6.6562], [-3.2211, -0.4780, -5.8085], [-4.1138, 1.0499, -1.8149], [-6.2428, 2.0232, -2.6636], [-6.3613, -3.8996, -6.2411], [-7.2628, -4.2624, -7.1494], [-8.7086, -3.9925, -6.9495], [-9.5297, -4.3242, -7.7751], [-9.1088, -3.3014, -5.6989], [-8.2066, -2.9390, -4.7909], [-6.7636, -3.2091, -4.9913], [-5.9396, -2.8749, -4.1617], [-5.3022, -4.0882, -6.3708], [-6.9893, -4.7662, -8.0677], [-10.1669, -3.1126, -5.5712], [-8.4795, -2.4347, -3.8724], [6.1980, 5.4688, 1.5448], [4.9343, 5.3793, 1.9546], [4.4801, 6.0377, 3.2025], [3.3298, 5.9551, 3.5772], [5.4883, 6.8026, 3.9777], [6.7514, 6.8930, 3.5695], [7.2050, 6.2335, 2.3200], [8.3561, 6.3179, 1.9468], [6.5467, 4.9937, 0.6361], [4.1847, 4.8260, 1.4017], [5.1377, 7.2769, 4.8856], [7.5006, 7.4459, 4.1221]],
  "mulliken_charge": [-0.122, -0.401, -0.284, -0.945, 0.017, 0.484, 0.663, -0.689, -0.708, 0.449, 0.432, -0.090, 0.482, 0.314, 0.490, -0.212, -0.237, -0.269, 0.104, 0.305, 0.261, -0.094, -0.042, 0.278, -0.622, -0.422, -0.503, 0.353, -0.596, 0.301, 0.266, 0.577, 0.454, -0.297, -0.471, 0.315, -0.444, -0.428, -0.213, 0.249, -0.574, 0.450, 0.487, 0.439, 0.432, -0.405, -0.214, 0.326, -0.503, -0.374, -0.437, 0.341, -0.546, 0.454, 0.532, 0.417, 0.405, -0.302, 0.620, -0.063, -0.545, -0.515, -0.435, 0.004, -0.575, 0.698, 0.257, 0.500, 0.383, -0.419, -0.325, 0.252, -0.550, -0.446, -0.305, 0.267, -0.415, 0.472, 0.411, 0.445, 0.565, 0.324, -0.272, 0.205, -0.572, -0.468, -0.491, 0.028, -0.446, 0.343, 0.459, 0.423, 0.452, -0.429, -0.312, 0.079, -0.455, -0.198, -0.366, 0.287, -0.580, 0.454, 0.469, 0.504, 0.505, -0.293, -0.449, 0.252, -0.545, -0.319, -0.518, 0.439, -0.266, 0.460, 0.436, 0.422, 0.451, -0.145, -0.410, 0.243, -0.568, -0.404, -0.391, 0.271, -0.558, 0.626, 0.565, 0.422, 0.418],
  "smiles": "C#CCCC[SiH2]B(N)O.O=C1C=CC(=O)C=C1.O=C1C=CC(=O)C=C1.O=C1C=CC(=O)C=C1.O=C1C=CC(=O)C=C1.O=C1C=CC(=O)C=C1.O=C1C=CC(=O)C=C1.O=C1C=CC(=O)C=C1.O=C1C=CC(=O)C=C1.O=C1C=CC(=O)C=C1",
  "charge": 0,
  "homo_lumo_gap_ev": 7.13
}



Entry 2:
{
  "formula": "C59H49MnN2O5PS2",
  "method": "the ωB97M-V functional and the def2-TZVPD basis",
  "symbols": ["Mn", "O", "C", "C", "C", "C", "C", "C", "C", "C", "C", "O", "C", "C", "C", "C", "C", "C", "C", "C", "C", "C", "C", "C", "N", "C", "C", "C", "C", "C", "C", "C", "C", "C", "C", "C", "C", "H", "H", "H", "H", "H", "H", "H", "H", "H", "H", "H", "H", "H", "H", "H", "H", "H", "H", "H", "H", "H", "H", "H", "H", "H", "H", "H", "C", "H", "H", "H", "O", "S", "O", "N", "C", "S", "C", "C", "C", "C", "C", "C", "H", "H", "H", "H", "O", "P", "C", "C", "C", "C", "C", "C", "C", "C", "C", "C", "C", "C", "C", "C", "C", "C", "C", "C", "H", "H", "H", "H", "H", "H", "H", "H", "H", "H", "H", "H", "H", "H", "H"],
  "xyz": [[0.4073, 0.3302, -0.4988], [-0.5450, 1.8722, -0.0254], [-0.0095, 3.1146, 0.1719], [1.3412, 3.1897, -0.5680], [2.3861, 2.3981, 0.1812], [3.5231, 2.9798, 0.6741], [4.4430, 2.1908, 1.4308], [4.1567, 0.8524, 1.6040], [3.0452, 0.2907, 1.0327], [2.7192, -1.1522, 0.9776], [1.7530, -1.6070, 2.1040], [0.5248, -1.0199, 1.8053], [1.5030, -3.1268, 2.0546], [1.2136, -3.8572, 3.2158], [0.7975, -5.1819, 3.1004], [0.8754, -5.8036, 1.8595], [1.1738, -5.0840, 0.7151], [1.5445, -3.7684, 0.7977], [2.2465, -1.0832, 3.4676], [1.8247, 0.1758, 3.9239], [2.4268, 0.7285, 5.0387], [3.4178, 0.0226, 5.7158], [3.8598, -1.2334, 5.2542], [3.2468, -1.7817, 4.1408], [2.1520, 1.0634, 0.3285], [-1.0108, 4.0926, -0.4284], [-0.9776, 4.4711, -1.7861], [-2.0020, 5.2276, -2.2962], [-3.0994, 5.6098, -1.5154], [-3.1348, 5.3076, -0.1464], [-2.0776, 4.5268, 0.3279], [0.1142, 3.4396, 1.6746], [0.5842, 4.7327, 2.0858], [0.5746, 5.0799, 3.4455], [0.0224, 4.1842, 4.3438], [-0.4171, 2.9227, 3.9919], [-0.3762, 2.5821, 2.6656], [1.7609, 4.2088, -0.6154], [1.1707, 2.8200, -1.6204], [3.6319, 4.0720, 0.5002], [5.3477, 2.5724, 1.8298], [4.9259, 0.3059, 2.0434], [3.5906, -1.7979, 1.0520], [2.2562, -1.3489, -0.0078], [1.1963, -3.3552, 4.2030], [0.6078, -5.8293, 3.9907], [0.6997, -6.9023, 1.8232], [1.2757, -5.5894, -0.2389], [1.7199, -3.2468, -0.1626], [1.2534, 0.8120, 3.3039], [2.1892, 1.7207, 5.3242], [3.7328, 0.5305, 6.6611], [4.7296, -1.7076, 5.7953], [3.6114, -2.7550, 3.8023], [-0.0972, 4.3219, -2.4651], [-1.8559, 5.5662, -3.3214], [-3.9410, 6.2056, -1.8710], [-3.9142, 5.6223, 0.5110], [-1.9857, 4.2815, 1.3907], [0.8386, 5.4560, 1.3476], [0.8911, 6.0831, 3.8186], [0.0402, 4.5897, 5.3545], [-0.9444, 2.3060, 4.7268], [-0.6146, 1.5516, 2.4315], [-0.5421, -1.2370, 2.7022], [-0.2003, -1.2868, 3.7704], [-1.1013, -2.1713, 2.4985], [-1.1731, -0.3397, 2.6216], [6.1530, -0.9911, -2.1243], [5.2054, -0.3402, -2.9776], [5.4260, 0.9346, -3.5836], [3.7345, -0.2690, -2.1834], [2.8007, -0.9691, -2.7810], [1.2078, -1.1288, -2.2682], [3.2837, -1.6102, -4.1381], [2.5662, -2.3480, -5.0652], [3.2437, -2.7363, -6.1931], [4.6044, -2.5916, -6.3579], [5.3328, -1.9166, -5.3707], [4.6231, -1.4614, -4.2697], [1.5095, -2.6005, -4.9909], [2.7214, -3.3771, -6.9284], [5.1347, -3.0292, -7.1951], [6.4196, -1.7103, -5.4006], [-1.3443, -0.7118, -0.5295], [-2.7404, -0.8549, -1.0603], [-2.8528, -0.8130, -2.8266], [-2.9867, -1.9750, -3.6110], [-2.8770, -1.8911, -5.0145], [-2.7265, -0.6908, -5.6079], [-2.6776, 0.4737, -4.8576], [-2.7263, 0.4072, -3.4589], [-3.3482, -2.5451, -0.6265], [-4.7536, -2.7952, -0.4939], [-5.2230, -3.9964, -0.0371], [-4.2758, -4.9513, 0.3060], [-2.9062, -4.7307, 0.2198], [-2.4482, -3.5048, -0.2572], [-3.9096, 0.3987, -0.4941], [-5.0467, 0.8142, -1.1723], [-5.8133, 1.8499, -0.6768], [-5.5873, 2.3867, 0.5541], [-4.4288, 1.9801, 1.2604], [-3.5808, 1.0118, 0.7041], [-3.2194, -2.9680, -3.2250], [-2.8664, -2.8070, -5.6368], [-2.7038, -0.6425, -6.6959], [-2.4713, 1.4145, -5.4143], [-2.6854, 1.3507, -2.9065], [-5.4661, -2.0294, -0.7592], [-6.2818, -4.2224, 0.0517], [-4.6297, -5.9195, 0.6149], [-2.2105, -5.4637, 0.5572], [-1.3437, -3.2278, -0.1906], [-5.4392, 0.2200, -2.0409], [-6.6573, 2.1750, -1.2904], [-6.2185, 3.1461, 0.9999], [-4.1691, 2.4094, 2.2228], [-2.6782, 0.7026, 1.1567]],
  "lowdin_spin": [2.883, 0.041, 0.006, 0.007, 0.002, 0.001, -0.003, 0.000, -0.002, 0.006, 0.001, 0.024, 0.000, 0.000, 0.000, 0.000, 0.000, 0.000, 0.000, 0.000, 0.000, 0.000, 0.000, 0.000, -0.006, -0.001, 0.000, 0.000, 0.000, 0.000, 0.000, 0.003, 0.000, 0.000, 0.000, 0.000, 0.001, 0.000, 0.003, 0.000, 0.000, 0.000, 0.000, 0.003, 0.000, 0.000, 0.000, 0.000, 0.000, 0.000, 0.000, 0.000, 0.000, 0.000, 0.000, 0.000, 0.000, 0.000, 0.000, 0.000, 0.000, 0.000, 0.000, 0.000, 0.002, 0.000, 0.000, 0.000, 0.001, 0.001, 0.001, 0.013, 0.002, -0.005, -0.001, 0.000, 0.000, 0.000, 0.000, 0.000, 0.000, 0.000, 0.000, 0.000, 0.013, 0.003, 0.001, 0.000, 0.000, 0.000, 0.000, 0.000, 0.000, 0.000, 0.000, 0.000, 0.000, 0.000, 0.000, 0.000, 0.000, 0.000, 0.000, 0.000, 0.000, 0.000, 0.000, 0.000, 0.000, 0.000, 0.000, 0.000, 0.000, 0.000, 0.000, 0.000, 0.000, 0.000, 0.000],
  "s_squared": 3.771,
  "charge": 0,
  "homo_lumo_gap_ev": [8.32, 7.37],
  "multiplicity": 4
}